A 3-piece molecular cluster, C22H39N3O7 overall in a non-equilibrium geometry. Source: the OMol25 dataset; level of theory: wB97M-V/def2-TZVPD.

Results
ΔE to the lowest compared entry with this formula, charge and spin: 0.2052 eV
lowest unoccupied orbital energy: -0.142 eV
energy: -1552.518269 Ha
charge: 0
frontier orbital gap: 8.4 eV
SMILES: COCc1ccc2c(c1)C(=O)NC2=O.COCCNCCOC.COCCNCCOC
HOMO level: -8.57 eV

XYZ file:
```
71
Properties=species:S:1:pos:R:3:lowdin_charge:R:1
C 2.147 -1.353 0.217 -0.0852
O 1.568 -0.389 1.085 -0.1881
C 1.005 0.730 0.436 -0.1767
C -0.491 0.541 0.217 -0.1512
C -1.152 1.468 -0.593 -0.0064
C -2.511 1.361 -0.831 0.0198
C -3.166 0.307 -0.214 -0.0970
C -2.528 -0.605 0.601 -0.0879
C -1.165 -0.509 0.829 0.0707
C -3.537 -1.568 1.103 -0.3894
O -3.341 -2.599 1.665 0.1396
N -4.838 -1.070 0.735 0.1613
C -4.611 -0.073 -0.260 -0.3909
O -5.406 0.322 -1.058 0.1387
H 2.021 -1.098 -0.834 0.0907
H 3.209 -1.444 0.434 0.0852
H 1.680 -2.321 0.390 0.0761
H 1.507 0.974 -0.500 0.1245
H 1.103 1.574 1.121 0.1283
H -0.598 2.285 -1.033 0.1200
H -3.054 2.048 -1.462 0.1234
H -0.674 -1.227 1.464 0.1324
H -5.328 -0.718 1.549 0.1558
C 3.490 7.017 5.022 -0.1159
O 3.935 7.453 3.752 -0.1954
C 5.203 6.935 3.367 -0.2173
C 5.067 5.977 2.202 -0.2159
N 4.402 4.744 2.607 -0.0496
C 4.032 3.865 1.502 -0.1995
C 3.005 4.371 0.492 -0.2293
O 1.702 4.532 1.023 -0.1911
C 1.459 5.775 1.661 -0.0948
H 2.589 7.579 5.264 0.0881
H 3.245 5.950 5.026 0.0795
H 4.241 7.214 5.793 0.0877
H 5.706 6.457 4.211 0.1222
H 5.814 7.784 3.049 0.1215
H 6.063 5.733 1.823 0.1236
H 4.519 6.502 1.407 0.1063
H 3.566 4.979 3.126 0.0693
H 3.632 2.949 1.945 0.1165
H 4.942 3.584 0.963 0.1190
H 2.917 3.605 -0.284 0.1137
H 3.332 5.284 -0.018 0.1118
H 2.031 6.586 1.204 0.0897
H 1.679 5.728 2.730 0.0729
H 0.396 5.996 1.555 0.0881
C -3.633 -6.935 -4.913 -0.1186
O -4.203 -6.275 -3.801 -0.1945
C -4.105 -6.997 -2.578 -0.2168
C -3.170 -6.305 -1.610 -0.2125
N -1.785 -6.385 -2.064 -0.0498
C -0.855 -5.554 -1.305 -0.1969
C -1.040 -4.041 -1.354 -0.2214
O -0.778 -3.474 -2.628 -0.1814
C -1.869 -3.464 -3.532 -0.0973
H -3.887 -6.359 -5.801 0.0876
H -2.541 -6.995 -4.838 0.0790
H -4.038 -7.945 -5.024 0.0869
H -3.792 -8.030 -2.755 0.1213
H -5.105 -7.021 -2.137 0.1216
H -3.250 -6.786 -0.631 0.1244
H -3.511 -5.267 -1.506 0.1081
H -1.744 -6.111 -3.036 0.0686
H 0.147 -5.773 -1.682 0.1184
H -0.877 -5.876 -0.259 0.1193
H -0.301 -3.597 -0.682 0.1065
H -2.019 -3.715 -0.982 0.1047
H -2.826 -3.362 -3.015 0.0897
H -1.884 -4.361 -4.156 0.0717
H -1.740 -2.606 -4.193 0.0868
```



A single C22H39NO3 molecule. Source: the OMol25 dataset; level of theory: wB97M-V/def2-TZVPD.

Results
ΔE to the lowest compared entry with this formula, charge and spin: 0.2224 eV
lowest unoccupied orbital energy: 0.833 eV
energy: -1142.181158 Ha
charge: 0
frontier orbital gap: 9.9 eV
SMILES: CCCCC/C=C\C/C=C\CCCCCCCC(=O)NCCCC(=O)O
HOMO level: -9.07 eV

XYZ file:
```
65
Properties=species:S:1:pos:R:3:lowdin_charge:R:1
C -1.312 -2.972 2.221 -0.1075
C -0.204 -3.579 1.368 -0.2663
C 0.750 -2.514 0.835 -0.2328
C 1.900 -3.118 0.031 -0.2140
C 2.888 -2.058 -0.456 -0.2039
C 2.325 -1.188 -1.539 -0.1167
C 2.909 -0.140 -2.102 -0.1224
C 4.280 0.419 -1.807 -0.1787
C 4.641 0.451 -0.353 -0.1351
C 4.345 1.426 0.496 -0.1183
C 3.637 2.708 0.171 -0.1988
C 2.123 2.558 -0.034 -0.1985
C 1.438 1.800 1.104 -0.2070
C -0.050 2.150 1.212 -0.2146
C -0.821 1.115 2.033 -0.2032
C -2.215 1.584 2.451 -0.1896
C -3.150 1.878 1.278 -0.1053
C -3.583 0.628 0.530 -0.4938
O -3.299 -0.506 0.857 0.0617
N -4.385 0.905 -0.527 0.0557
C -4.841 -0.109 -1.448 -0.1765
C -4.012 -0.156 -2.736 -0.1652
C -2.586 -0.636 -2.482 -0.0896
C -1.709 0.412 -1.842 -0.5283
O -1.903 1.602 -1.849 0.1002
O -0.637 -0.140 -1.284 0.0913
H -1.978 -3.749 2.590 0.0676
H -1.901 -2.261 1.647 0.0444
H -0.888 -2.451 3.077 0.0715
H 0.359 -4.302 1.965 0.1054
H -0.646 -4.120 0.528 0.1083
H 0.190 -1.819 0.208 0.0882
H 1.161 -1.950 1.677 0.1175
H 1.499 -3.666 -0.825 0.1148
H 2.433 -3.835 0.660 0.1117
H 3.790 -2.550 -0.834 0.1207
H 3.190 -1.440 0.393 0.0985
H 1.346 -1.478 -1.894 0.0932
H 2.385 0.370 -2.902 0.1010
H 4.331 1.431 -2.215 0.1048
H 5.017 -0.191 -2.341 0.1167
H 5.195 -0.403 0.012 0.0999
H 4.654 1.317 1.528 0.1029
H 3.808 3.415 0.986 0.1084
H 4.063 3.141 -0.739 0.1072
H 1.694 3.560 -0.112 0.1145
H 1.936 2.042 -0.978 0.0935
H 1.561 0.725 0.946 0.1016
H 1.924 2.044 2.051 0.1200
H -0.482 2.237 0.212 0.0867
H -0.147 3.131 1.684 0.1228
H -0.916 0.185 1.472 0.0875
H -0.254 0.895 2.940 0.1180
H -2.124 2.487 3.060 0.1114
H -2.671 0.804 3.064 0.1135
H -2.677 2.558 0.568 0.1093
H -4.056 2.364 1.650 0.1238
H -4.443 1.860 -0.844 0.1443
H -5.889 0.089 -1.693 0.1186
H -4.771 -1.064 -0.921 0.1223
H -4.501 -0.833 -3.437 0.1124
H -3.979 0.841 -3.183 0.1141
H -2.106 -0.908 -3.425 0.1318
H -2.577 -1.516 -1.836 0.1278
H -0.058 0.521 -0.865 0.1006
```